Record 1
Entry from the Open Molecules 2025 dataset: a 3-piece molecular cluster, C2H9NS overall in a non-equilibrium geometry (ωB97M-V with the def2-TZVPD basis set).

Positions of all 13 atoms, in Å:
H (-5.48798, -3.71956, 2.69679)
H (-5.59294, -4.11487, 2.10999)
C (1.36716, 0.26734, -1.84636)
C (1.99182, -0.17506, -0.56377)
S (2.53732, -1.08218, -2.05174)
H (0.33540, 0.04975, -2.05076)
H (1.68672, 1.27496, -2.08556)
H (1.48138, -0.85146, 0.10874)
H (2.76864, 0.42932, -0.11648)
N (-0.33852, 2.17086, 0.75337)
H (0.51411, 1.68002, 0.52325)
H (-1.11414, 1.50954, 0.85458)
H (-0.14896, 2.56133, 1.66796)

Properties
SMILES   [H][H].C1CS1.N
Energy   -534.46916 hartree
Largest force on an atom   0.022 hartree/bohr
Net charge   0
LUMO   0.923 eV
HOMO-LUMO gap   9.819 eV

Results of the Löwdin charge analysis, in e, for atoms 1 through 8:
1. H 0.000
2. H 0.000
3. C -0.515
4. C -0.502
5. S 0.752
6. H 0.063
7. H 0.071
8. H 0.059

Record 2
Entry from the Open Molecules 2025 dataset: a 3-piece molecular cluster, C2H9NS overall in a non-equilibrium geometry (ωB97M-V with the def2-TZVPD basis set).

Positions of all 13 atoms, in Å:
H (2.62114, 0.67823, 6.95140)
H (2.83693, 1.39736, 6.96827)
C (0.50107, 0.03491, -1.59010)
C (0.27282, 0.12752, -3.04522)
S (1.22666, 1.51087, -2.27664)
H (1.09257, -0.77841, -1.18992)
H (-0.29390, 0.29745, -0.89987)
H (1.00817, -0.43609, -3.59955)
H (-0.70651, 0.22576, -3.48267)
N (-2.24806, -1.02275, 0.59162)
H (-2.51600, -0.65037, -0.30964)
H (-2.56930, -0.38696, 1.30599)
H (-1.22560, -0.99752, 0.57634)

Properties
SMILES   [H][H].C1CS1.N
Energy   -534.46533 hartree
Largest force on an atom   0.023 hartree/bohr
Net charge   0
LUMO   0.890 eV
HOMO-LUMO gap   9.796 eV

Results of the Löwdin charge analysis, in e, for atoms 1 through 8:
1. H 0.000
2. H 0.000
3. C -0.559
4. C -0.432
5. S 0.754
6. H 0.074
7. H 0.030
8. H 0.054

Record 3
Entry from the Open Molecules 2025 dataset: a 2-piece molecular cluster, C2H9NS overall in a non-equilibrium geometry (ωB97M-V with the def2-TZVPD basis set).

Positions of all 13 atoms, in Å:
C (0.40141, -0.22113, 0.42905)
N (0.97676, -0.12135, -0.83411)
C (1.76356, 1.10771, -0.99987)
H (-0.11600, -1.23048, 0.38233)
H (-0.34281, 0.53947, 0.55197)
H (1.22304, -0.22389, 1.29996)
H (0.22001, -0.16289, -1.66335)
H (2.38062, 1.15037, -0.12493)
H (2.47354, 0.84777, -1.88347)
H (1.16731, 2.01191, -1.15156)
S (-3.37418, -1.67635, 0.87539)
H (-3.47863, -0.37246, 0.97214)
H (-3.29462, -1.64867, 2.14644)

Properties
SMILES   CNC.S
Energy   -534.47349 hartree
Largest force on an atom   0.085 hartree/bohr
Net charge   0
LUMO   0.897 eV
HOMO-LUMO gap   9.443 eV

Results of the Löwdin charge analysis, in e, for atoms 1 through 8:
1. C -0.231
2. N -0.259
3. C -0.162
4. H 0.073
5. H 0.050
6. H 0.126
7. H 0.163
8. H 0.052

Record 4
Entry from the Open Molecules 2025 dataset: a 3-piece molecular cluster, C2H9NS overall in a non-equilibrium geometry (ωB97M-V with the def2-TZVPD basis set).

Positions of all 13 atoms, in Å:
H (-2.19155, 3.09500, 1.11102)
H (-1.69377, 3.19048, 1.62992)
C (0.60526, 0.64122, 1.81637)
C (0.56964, -0.32361, 0.70168)
S (1.56412, 1.18403, 0.34218)
H (-0.29474, 1.22920, 1.96039)
H (1.11558, 0.45706, 2.75122)
H (-0.30286, -0.40620, 0.07009)
H (1.05765, -1.27569, 0.87650)
N (-0.15509, -1.96984, -2.53229)
H (-0.95933, -1.95572, -3.15864)
H (0.34428, -2.76920, -2.87415)
H (0.34082, -1.09673, -2.69429)

Properties
SMILES   [H][H].C1CS1.N
Energy   -534.47044 hartree
Largest force on an atom   0.022 hartree/bohr
Net charge   0
LUMO   0.924 eV
HOMO-LUMO gap   9.623 eV

Results of the Löwdin charge analysis, in e, for atoms 1 through 8:
1. H 0.025
2. H 0.014
3. C -0.487
4. C -0.489
5. S 0.699
6. H 0.025
7. H 0.067
8. H 0.049

Record 5
Entry from the Open Molecules 2025 dataset: a 3-piece molecular cluster, C2H9O2S overall in a non-equilibrium geometry (ωB97M-V with the def2-TZVPD basis set).

Positions of all 14 atoms, in Å:
C (0.18013, 2.95792, -0.62802)
C (-0.42595, 1.55554, -0.67064)
S (0.12101, 0.39845, 0.71824)
H (1.21171, 3.08904, -0.30606)
H (-0.40286, 3.69297, -0.05221)
H (0.07841, 3.39046, -1.63784)
H (0.03783, 1.05194, -1.50950)
H (-1.50452, 1.66601, -0.65016)
H (0.64456, -1.83614, 1.25013)
H (0.40657, -3.35266, 1.08319)
O (0.43480, -2.63570, 1.72139)
H (0.07631, -2.59209, -1.53412)
H (-0.48514, -1.21903, -1.00768)
O (-0.55890, -1.88556, -1.73096)

Properties
Energy   -630.29544 hartree
Largest force on an atom   0.045 hartree/bohr
Net charge   -1
LUMO   3.754 eV
HOMO-LUMO gap   6.621 eV

Results of the Löwdin charge analysis, in e, for atoms 1 through 8:
1. C -0.244
2. C -0.731
3. S 0.211
4. H 0.045
5. H 0.049
6. H 0.047
7. H 0.012
8. H 0.032

Record 6
Entry from the Open Molecules 2025 dataset: a 2-piece molecular cluster, C2H9OS overall in a non-equilibrium geometry (ωB97M-V with the def2-TZVPD basis set).

Positions of all 13 atoms, in Å:
O (-1.50100, -1.53198, 0.87003)
H (-2.50285, -1.37213, 0.61746)
H (-1.44351, -2.38147, 1.28837)
H (-0.36097, -0.96091, -0.15713)
C (0.04169, 1.03005, -1.51748)
S (0.79498, -0.16042, -0.34469)
C (0.40953, 1.01386, 1.15922)
H (-0.16404, 0.58700, -2.56718)
H (-0.86179, 1.32349, -1.03786)
H (0.82102, 1.85882, -1.58127)
H (0.89523, 0.55084, 1.95278)
H (-0.62232, 1.01117, 1.32615)
H (0.82019, 1.94237, 0.86302)

Properties
Energy   -554.72585 hartree
Largest force on an atom   0.072 hartree/bohr
Net charge   +1
LUMO   -3.476 eV
HOMO-LUMO gap   12.836 eV

Results of the Löwdin charge analysis, in e, for atoms 1 through 8:
1. O -0.098
2. H 0.159
3. H 0.065
4. H -0.015
5. C -0.305
6. S 1.024
7. C -0.162
8. H 0.102

Record 7
Entry from the Open Molecules 2025 dataset: C2HAgFO2 as an isolated structure in a non-equilibrium geometry (ωB97M-V with the def2-TZVPD basis set).

Positions of all 7 atoms, in Å:
C (1.07491, -0.34327, 0.59536)
H (1.22297, -0.92142, 1.53152)
F (1.56908, -1.18879, -0.43271)
Ag (0.83167, 2.14023, 0.12059)
O (-1.78892, -0.90513, -1.10634)
C (-1.48045, 0.03360, -0.48422)
O (-1.42926, 1.18479, -0.22421)

Properties
2S+1   2
Energy   -473.97561 hartree
Largest force on an atom   0.053 hartree/bohr
Net charge   0
LUMO (alpha / beta)   -1.282 / -1.339 eV
HOMO-LUMO gap (alpha / beta)   5.892 / 7.344 eV

Löwdin analysis output, partial charges in e:
1. C -0.160
2. H -0.031
3. F -0.226
4. Ag 0.641
5. O 0.200
6. C -0.453
7. O 0.029

Record 8
Entry from the Open Molecules 2025 dataset: C2HAuFO2 as an isolated structure in a non-equilibrium geometry (ωB97M-V with the def2-TZVPD basis set).

Positions of all 7 atoms, in Å:
C (-0.22948, 0.27832, 0.39167)
C (-1.37022, -0.12749, -0.27666)
O (-2.13583, -0.94731, -0.57296)
Au (2.02602, 0.14880, -0.80987)
F (0.57878, 1.19508, -0.39846)
H (-0.23692, 0.56920, 1.44191)
O (1.36766, -1.11661, 0.22437)

Properties
2S+1   4
Energy   -461.65563 hartree
Largest force on an atom   0.230 hartree/bohr
Net charge   +2
LUMO (alpha / beta)   -12.421 / -13.796 eV
HOMO-LUMO gap (alpha / beta)   9.170 / 8.794 eV

Löwdin analysis output, partial charges in e:
1. C 0.040
2. C 0.111
3. O 0.440
4. Au 1.444
5. F -0.122
6. H 0.190
7. O -0.103